# 1
{"formula": "CH6N4O", "method": "the ωB97M-V functional and the def2-TZVPD basis", "relative_energy_ev": 3.7776, "homo_lumo_gap_ev": 10.490, "molar_mass_g_mol": 90.086, "homo_ev": -9.58, "smiles": "[H]/N=[N+](\\[O-])C(N)N", "species": ["H", "N", "N", "O", "C", "N", "N", "H", "H", "H", "H", "H"], "coordinates": [[2.6477, -0.9128, 0.0114], [1.7450, -0.8972, -0.3729], [1.1379, 0.1850, -0.1706], [1.5591, 1.1661, 0.4132], [-0.4030, -0.0331, -0.4120], [-0.7818, -1.0176, 0.5581], [-1.1544, 1.1986, -0.3079], [-0.3413, -0.4830, -1.4955], [-0.0192, -1.6229, 0.9075], [-1.2464, -0.5410, 1.3809], [-1.7247, 1.5656, -1.1312], [-1.4187, 1.3925, 0.6190]]}

# 2
{"formula": "C10H16N3", "method": "the ωB97M-V functional and the def2-TZVPD basis", "relative_energy_ev": 0.0558, "homo_lumo_gap_ev": [6.684, 5.267], "spin_multiplicity": 3, "molar_mass_g_mol": 178.259, "homo_ev": [-9.45, -11.81], "total_charge": 1, "s2": 2.01, "species": ["C", "C", "C", "C", "C", "C", "C", "C", "C", "C", "N", "N", "N", "H", "H", "H", "H", "H", "H", "H", "H", "H", "H", "H", "H", "H", "H", "H", "H"], "coordinates": [[-0.0053, -2.0897, 2.2616], [-0.7320, -0.5841, 0.1359], [0.8784, -2.1011, 1.2184], [0.4929, -1.3748, 0.0036], [-1.5133, -0.8054, 1.2328], [-1.3128, 0.2079, -0.9723], [-0.4794, 1.1778, -1.8059], [0.2220, 2.3140, -1.0259], [1.4760, 2.1593, -0.6419], [-0.5956, 3.4365, -0.5504], [-1.2559, -1.5489, 2.2542], [2.0249, -2.7452, 1.5184], [1.1011, -1.4753, -1.1630], [0.2496, -2.7820, 3.1150], [-1.5384, -0.5101, -1.7587], [-2.3610, 0.7253, -0.6461], [0.2323, 0.6731, -2.3943], [-1.0826, 1.7236, -2.5895], [1.9709, 2.9372, -0.0286], [2.1139, 1.3725, -0.9760], [-2.4738, -0.2796, 1.3891], [-1.6324, 3.3644, -1.0646], [-0.3763, 4.4889, -0.8805], [-0.6697, 3.3431, 0.6343], [-1.9953, -1.7532, 2.9017], [2.0273, -3.4574, 2.1998], [2.8447, -2.7268, 0.9581], [0.5191, -1.6209, -1.9899], [1.8707, -2.0693, -1.3355]]}

# 3
{"formula": "C4H6FN", "method": "the ωB97M-V functional and the def2-TZVPD basis", "relative_energy_ev": 0.5461, "homo_lumo_gap_ev": 12.354, "molar_mass_g_mol": 87.097, "homo_ev": -11.55, "smiles": "N#CCCCF", "species": ["N", "C", "C", "C", "C", "F", "H", "H", "H", "H", "H", "H"], "coordinates": [[2.2083, -1.1093, 0.1412], [1.6631, -0.0963, -0.1065], [0.7627, 1.0604, -0.3756], [-0.5081, 1.0013, 0.4326], [-1.1759, -0.3793, 0.4897], [-1.9662, -0.7069, -0.5501], [1.2178, 2.0170, -0.5284], [0.4492, 0.9571, -1.4071], [-1.3093, 1.5437, -0.1425], [-0.4501, 1.5464, 1.4019], [-1.7195, -0.2812, 1.3972], [-0.4014, -1.1719, 0.5996]]}

# 4
{"formula": "C26H21Cl5CrN4O3", "method": "the ωB97M-V functional and the def2-TZVPD basis", "relative_energy_ev": 8.8157, "homo_lumo_gap_ev": [6.763, 5.575], "spin_multiplicity": 5, "molar_mass_g_mol": 666.740, "homo_ev": [-6.67, -6.75], "s2": 6.06, "species": ["Cr", "C", "N", "C", "C", "C", "C", "C", "C", "N", "C", "C", "C", "C", "C", "C", "N", "C", "C", "C", "C", "C", "N", "H", "H", "H", "H", "H", "H", "H", "H", "H", "H", "H", "H", "H", "H", "H", "H", "H", "H", "Cl", "C", "C", "Cl", "C", "Cl", "C", "O", "C", "Cl", "C", "Cl", "C", "C", "O", "O", "H", "H", "H"], "coordinates": [[0.3190, -0.2100, -0.1452], [1.4853, 1.9025, 1.4211], [0.7743, 0.6352, 1.7331], [-0.5129, 0.8289, 2.4434], [-1.6320, 1.1238, 1.4328], [-2.9770, 0.8081, 2.0227], [-4.0266, 1.6625, 1.9015], [-3.8181, 2.9144, 1.3110], [-2.4930, 3.2761, 0.9179], [-1.4610, 2.5141, 0.9984], [1.6954, -0.2716, 2.4849], [2.3982, -1.2956, 1.5440], [3.8827, -1.3278, 1.8370], [4.7264, -1.6736, 0.8579], [4.2476, -1.8188, -0.4984], [3.0422, -1.2705, -0.7893], [2.1807, -0.7907, 0.1526], [1.2350, 2.4484, 0.0460], [1.5135, 3.7662, -0.2782], [1.3058, 4.1906, -1.5760], [0.8231, 3.2920, -2.5186], [0.5733, 1.9938, -2.1287], [0.7944, 1.5911, -0.8726], [2.5552, 1.6954, 1.4805], [1.2379, 2.6625, 2.1661], [-0.4288, 1.6089, 3.2066], [-0.7517, -0.1152, 2.9321], [-3.0994, -0.1722, 2.4647], [-5.0112, 1.3806, 2.2523], [-4.6266, 3.6181, 1.1747], [-2.3282, 4.2821, 0.5347], [1.1214, -0.8379, 3.2111], [2.4189, 0.3439, 3.0240], [4.2295, -1.0833, 2.8343], [5.7896, -1.7488, 1.0543], [4.9006, -2.1505, -1.2918], [2.7223, -1.1327, -1.8185], [1.8705, 4.4431, 0.4861], [1.5105, 5.2167, -1.8525], [0.6386, 3.5893, -3.5405], [0.1885, 1.2374, -2.7976], [-4.3410, -4.1621, -4.2960], [-3.0834, -3.1738, -3.6600], [-1.9582, -3.7375, -3.0806], [-1.7465, -5.4544, -2.9761], [-0.9612, -2.9478, -2.5485], [0.8331, -3.0541, 0.3632], [-1.0307, -1.5500, -2.5307], [-0.1244, -0.7540, -1.9850], [-2.1499, -0.9877, -3.1740], [-2.2618, 0.7318, -3.2261], [-3.1514, -1.7814, -3.7205], [-4.5159, -1.0390, -4.4634], [1.8363, -2.7097, 1.7746], [-2.1806, -3.0439, 2.2363], [-3.1542, -2.8781, 2.7732], [-1.4546, 0.2862, 0.3298], [2.5119, -3.5368, 1.9410], [-0.0248, -3.3869, -2.2796], [-0.0564, -3.9471, 0.7045]]}

# 5
{"formula": "C34H37CrN7O8PS", "method": "the ωB97M-V functional and the def2-TZVPD basis", "relative_energy_ev": 0.0000, "homo_lumo_gap_ev": [4.751, 6.984], "spin_multiplicity": 5, "molar_mass_g_mol": 786.748, "homo_ev": [-2.84, -5.32], "total_charge": -1, "s2": 6.03, "species": ["Cr", "O", "C", "O", "C", "C", "C", "N", "C", "C", "C", "C", "C", "C", "C", "N", "C", "C", "C", "C", "C", "N", "H", "H", "H", "H", "H", "H", "H", "H", "H", "H", "N", "C", "C", "C", "C", "C", "C", "S", "O", "O", "N", "C", "N", "C", "C", "C", "N", "H", "H", "H", "H", "H", "H", "H", "H", "H", "C", "C", "C", "C", "O", "P", "O", "O", "O", "C", "C", "C", "C", "H", "H", "H", "H", "H", "H", "H", "H", "H", "H", "H", "H", "H", "H", "H", "H", "H", "H"], "coordinates": [[0.3952, 0.9059, 0.3249], [7.1224, 1.7646, 1.3094], [6.6065, 1.6501, 0.1815], [7.1213, 1.7054, -0.9464], [5.0740, 1.4415, 0.1994], [4.3613, 1.2729, -0.9571], [2.9534, 1.1358, -0.9270], [2.3327, 1.1312, 0.2873], [3.0290, 1.2774, 1.4409], [4.3860, 1.4405, 1.4422], [2.1662, 1.1777, 2.6316], [2.6384, 1.2329, 3.9405], [1.7446, 1.0813, 4.9811], [0.3968, 0.8726, 4.7037], [-0.0053, 0.8324, 3.3836], [0.8552, 0.9904, 2.3765], [2.0596, 1.0516, -2.0255], [2.4400, 1.0163, -3.3872], [1.4887, 1.0351, -4.3623], [0.1173, 1.0838, -4.0037], [-0.2015, 1.0670, -2.6723], [0.7147, 1.0360, -1.6940], [4.9182, 1.2792, -1.8849], [4.9797, 1.5579, 2.3368], [3.6927, 1.3816, 4.1192], [2.0957, 1.1167, 6.0040], [-0.3329, 0.7366, 5.4873], [-1.0412, 0.6708, 3.1123], [3.4906, 0.9762, -3.6355], [1.7797, 1.0086, -5.4041], [-0.6651, 1.1078, -4.7470], [-1.2342, 1.0623, -2.3409], [-7.4061, 1.8697, -2.8560], [-6.4144, 1.6206, -1.9108], [-5.6514, 0.4552, -1.9760], [-4.6379, 0.2313, -1.0629], [-4.3658, 1.1754, -0.0808], [-5.1236, 2.3350, -0.0023], [-6.1403, 2.5554, -0.9114], [-3.0546, 0.8745, 1.0610], [-3.3203, 1.6375, 2.2539], [-2.8943, -0.5467, 1.1711], [-1.6938, 1.4204, 0.3476], [-1.4075, 2.7490, 0.3619], [-0.0678, 2.9182, 0.3191], [0.4448, 4.1379, 0.2455], [-0.3919, 5.2397, 0.2460], [-1.7550, 4.9739, 0.3229], [-2.2805, 3.7551, 0.3749], [-7.7829, 1.0501, -3.3046], [-8.1264, 2.5087, -2.5610], [-5.8574, -0.2795, -2.7451], [-4.0583, -0.6793, -1.1026], [-4.9046, 3.0568, 0.7696], [-6.7299, 3.4624, -0.8538], [1.5253, 4.2104, 0.1936], [-0.0073, 6.2454, 0.1917], [-2.4669, 5.7929, 0.3353], [2.9924, -3.5417, 2.8455], [2.7930, -3.2194, 1.3719], [3.2714, -4.3615, 0.4843], [3.4907, -1.9148, 1.0235], [1.3558, -3.1065, 1.2244], [0.6330, -2.4358, -0.0268], [1.3509, -2.6340, -1.3048], [0.3153, -0.9897, 0.3572], [-0.7310, -3.2583, 0.0946], [-1.6919, -3.3843, -0.9782], [-1.2252, -4.4983, -1.9066], [-1.8451, -2.0801, -1.7488], [-2.9924, -3.7542, -0.2783], [4.0542, -3.6591, 3.0646], [2.4732, -4.4636, 3.1069], [2.5937, -2.7346, 3.4605], [4.3460, -4.5120, 0.6034], [3.0585, -4.1263, -0.5565], [2.7547, -5.2836, 0.7519], [4.5610, -2.0055, 1.2151], [3.1031, -1.1145, 1.6510], [3.3439, -1.6475, -0.0209], [-0.2597, -4.2391, -2.3371], [-1.9498, -4.6500, -2.7095], [-1.1212, -5.4291, -1.3479], [-0.9229, -1.8292, -2.2692], [-2.0934, -1.2664, -1.0703], [-2.6407, -2.1873, -2.4919], [-2.8706, -4.6898, 0.2676], [-3.7955, -3.8789, -1.0092], [-3.2620, -2.9748, 0.4325]]}

# 6
{"formula": "CH4N2O2S", "method": "the ωB97M-V functional and the def2-TZVPD basis", "relative_energy_ev": 7.4384, "homo_lumo_gap_ev": [8.357, 8.356], "molar_mass_g_mol": 108.122, "homo_ev": [-9.14, -9.14], "species": ["C", "N", "N", "O", "O", "S", "H", "H", "H", "H"], "coordinates": [[1.2450, 0.6935, -0.2165], [-1.9167, 0.0967, -0.5601], [-0.9173, 0.1109, 1.5958], [-3.0114, -0.2878, -0.4802], [-0.7488, -0.9917, -0.6770], [-0.0357, -0.3873, 0.5343], [2.0352, 0.0847, 0.2161], [1.3341, 0.5846, -1.2879], [1.2090, 1.7187, 0.1305], [0.8066, -1.6222, 0.7451]]}